Here is C6H12S2Si in the gas phase in a non-equilibrium geometry from the Open Molecules 2025 dataset. Energies are from ωB97M-V with the def2-TZVPD basis set.

```
! wB97M-V def2-TZVPD RIJCOSX def2/J DEFGRID3
* xyz 0 1
C -0.92 -0.20 0.31
C -1.44 0.79 1.06
C -0.10 0.21 -0.93
C 0.40 1.68 -0.76
C 1.15 1.86 0.56
C -0.74 -1.39 0.92
Si 0.29 -2.67 -0.06
S 0.27 1.40 2.08
S 0.96 -0.34 2.60
H -1.86 0.42 2.01
H -1.70 1.85 0.60
H 0.78 -0.45 -1.27
H -0.84 0.31 -1.75
H 0.96 2.01 -1.56
H -0.48 2.33 -0.71
H 2.03 1.26 0.65
H 1.51 2.92 0.78
H -1.52 -1.71 1.64
H 1.39 -2.33 -0.79
H -0.85 -3.21 -0.62
H 0.63 -3.72 0.91
*
```

* max |F|: 4.7 eV Å⁻¹
* HOMO energy: -8.17 eV